Entry from the OMol25 dataset: 13 unconnected molecules or ions with the total composition C78H195N13O26 at a distorted geometry (ωB97M-V with the def2-TZVPD basis set).

CARTESIAN COORDINATES (ANGSTROEM)
C -9.24327 2.85380 -5.64386
O -8.55226 2.34509 -6.74889
C -7.10137 2.26792 -6.68983
C -6.63661 1.34415 -5.62017
N -5.19190 1.27802 -5.43329
C -4.34090 0.87539 -6.55478
C -2.82091 0.97285 -6.19904
O -2.56002 0.05810 -5.13919
C -1.13937 -0.20015 -5.01545
H -10.31404 2.65819 -5.70119
H -9.00104 3.87511 -5.34998
H -8.86904 2.47603 -4.69237
H -6.88573 3.32836 -6.55922
H -6.81233 1.95408 -7.69286
H -7.11346 0.36703 -5.69747
H -6.96505 1.82630 -4.69943
H -4.80280 1.34809 -4.50389
H -4.61725 1.48319 -7.41635
H -4.49762 -0.17080 -6.81753
H -2.53442 1.99711 -5.96050
H -2.15893 0.75549 -7.03728
H -0.59268 0.70174 -4.74007
H -0.57724 -0.59689 -5.86086
H -0.92634 -0.87400 -4.18561
C 0.70095 2.80389 -8.03738
O -0.55976 2.94450 -8.74206
C -0.98679 4.21870 -9.17809
C -0.36318 4.77582 -10.37078
N -1.21089 5.81217 -11.00490
C -0.40612 6.65139 -12.01459
C -0.03392 5.89931 -13.30435
O -1.10977 5.09462 -13.71127
C -0.90849 4.27297 -14.81041
H 1.52987 3.28314 -8.55825
H 0.89360 1.73240 -8.09126
H 0.66976 3.25196 -7.04423
H -0.82541 4.85223 -8.30591
H -2.05761 4.02720 -9.24723
H -0.22328 4.02608 -11.14951
H 0.65055 5.05401 -10.08258
H -1.87870 5.26081 -11.52464
H 0.46055 7.05681 -11.49247
H -1.07492 7.48956 -12.21024
H 0.90944 5.35516 -13.34991
H 0.15235 6.61300 -14.10688
H -0.23218 3.43917 -14.62202
H -0.49234 4.81641 -15.65870
H -1.87617 3.87898 -15.12102
C -4.75476 2.02463 2.92542
O -5.54999 2.97255 2.29633
C -5.68779 2.87521 0.94513
C -6.74742 1.75985 0.42030
N -5.88124 0.57601 0.04234
C -6.70478 -0.49310 -0.28553
C -5.96395 -1.86983 -0.10450
O -5.81552 -2.07525 1.26694
C -4.86165 -3.12146 1.74274
H -5.02069 0.99025 2.70758
H -4.57119 2.07775 3.99854
H -3.74751 2.16840 2.53442
H -4.74461 2.88842 0.39894
H -6.06946 3.84231 0.61779
H -7.17707 2.14060 -0.50627
H -7.49018 1.70631 1.21626
H -5.08705 0.23539 0.56515
H -6.93795 -0.31935 -1.33603
H -7.70993 -0.55088 0.13211
H -5.02660 -1.75953 -0.64976
H -6.42714 -2.77731 -0.49184
H -4.01078 -3.29242 1.08329
H -5.60380 -3.91966 1.75664
H -4.49845 -2.97085 2.75936
C -6.59016 5.17302 -10.69155
O -6.52160 5.42103 -9.33950
C -5.30483 5.33200 -8.63514
C -5.44620 5.92414 -7.19023
N -4.43813 5.41128 -6.24107
C -4.37186 6.23511 -5.02849
C -3.26548 5.92639 -4.03384
O -3.28267 4.58067 -3.71527
C -4.21892 4.17429 -2.72940
H -6.32619 5.98592 -11.36802
H -7.64173 4.97673 -10.90078
H -6.18052 4.19400 -10.94018
H -4.63043 6.04732 -9.10589
H -4.99869 4.28936 -8.54978
H -6.40356 5.59154 -6.78906
H -5.37822 7.00929 -7.26728
H -4.78283 4.48766 -6.02153
H -5.37981 6.28503 -4.61662
H -4.21315 7.26204 -5.35759
H -3.44688 6.78553 -3.38803
H -2.30163 5.94725 -4.54242
H -3.82639 4.27929 -1.71797
H -4.47416 3.11603 -2.78452
H -5.20680 4.63186 -2.78273
C 5.37094 1.09164 5.99799
O 4.99617 0.44567 7.27094
C 5.73650 -0.65002 7.85408
C 7.08264 -0.14297 8.44462
N 7.84708 -1.16697 9.03856
C 7.33232 -1.67647 10.30206
C 8.44661 -2.24892 11.12069
O 8.61440 -3.61485 10.82687
C 9.21590 -4.38750 11.89350
H 4.58882 0.81776 5.28992
H 6.33226 0.77183 5.59589
H 5.30936 2.17090 6.13768
H 5.94358 -1.31723 7.01739
H 5.23290 -1.26318 8.60143
H 6.91313 0.53242 9.28320
H 7.69195 0.48076 7.79055
H 8.03270 -1.88627 8.35427
H 6.69488 -2.53366 10.08529
H 6.71642 -1.01504 10.91137
H 8.09231 -2.23341 12.15138
H 9.39615 -1.71417 11.09804
H 9.93610 -4.05049 12.63904
H 9.72048 -5.19347 11.36067
H 8.44296 -4.90199 12.46443
C 1.37916 -0.59937 7.19217
O 0.46719 -0.51462 8.31767
C -0.00097 -1.77129 8.80407
C 0.86535 -2.76740 9.52071
N -0.03854 -3.89980 9.97113
C -0.46548 -4.86360 8.89145
C -1.68912 -5.68031 9.33546
O -2.31408 -6.47710 8.29927
C -3.72365 -6.38895 8.11591
H 2.30243 -1.16403 7.32189
H 1.67120 0.42234 6.94944
H 0.92959 -0.96254 6.26799
H -0.40456 -2.28831 7.93349
H -0.70491 -1.52206 9.59807
H 1.23216 -2.25015 10.40727
H 1.55935 -3.14952 8.77208
H 0.50364 -4.51603 10.55969
H 0.32157 -5.59666 8.71461
H -0.74171 -4.31600 7.99038
H -2.36151 -4.87375 9.62779
H -1.72170 -6.15987 10.31375
H -4.15387 -7.29701 7.69349
H -3.85286 -5.73412 7.25417
H -4.34503 -6.12514 8.97171
C -0.97546 -13.96726 -0.07443
O -1.08916 -12.54134 -0.28642
C 0.05195 -11.84576 -0.85601
C -0.14833 -10.36470 -0.90037
N -0.07730 -9.71886 0.35769
C -0.31697 -8.27903 0.40195
C 0.22970 -7.47837 1.61317
O 0.02441 -6.02079 1.58398
C -1.21903 -5.48020 1.18223
H -1.69895 -14.13835 0.72268
H -0.04985 -14.31310 0.38572
H -1.12473 -14.53640 -0.99198
H 0.09789 -12.10299 -1.91422
H 0.99940 -12.10319 -0.38254
H -0.99617 -10.01245 -1.48791
H 0.66811 -9.91269 -1.46359
H -0.79262 -10.33323 0.71958
H -1.38463 -8.08996 0.51357
H 0.03280 -7.76561 -0.49368
H 1.25749 -7.78249 1.81130
H -0.32875 -7.73705 2.51279
H -1.55202 -5.69676 0.16718
H -1.45698 -4.42428 1.31069
H -1.94998 -6.06887 1.73656
C 0.01362 -2.62462 -1.78620
O 0.81916 -3.75861 -2.02032
C 1.49693 -4.28560 -0.88741
C 2.84996 -3.69928 -0.51258
N 3.64260 -3.38200 -1.60779
C 5.00059 -3.02833 -1.26824
C 5.20619 -1.60524 -1.86811
O 4.56537 -0.62583 -1.17216
C 4.49656 0.61272 -1.78088
H 0.09923 -2.01903 -2.68844
H 0.38642 -2.03368 -0.94959
H -1.05152 -2.76940 -1.60564
H 1.73745 -5.30112 -1.20200
H 0.88211 -4.30480 0.01244
H 3.31989 -4.43317 0.14214
H 2.73787 -2.81500 0.11479
H 3.15527 -3.01356 -2.41207
H 5.64563 -3.69704 -1.83820
H 5.36275 -3.15641 -0.24817
H 5.01691 -1.77837 -2.92750
H 6.28601 -1.48087 -1.78672
H 5.43375 1.07245 -2.09462
H 4.02456 1.34849 -1.12976
H 3.96279 0.50195 -2.72477
C -0.50881 6.03540 -1.04338
O -1.40876 5.85286 0.02755
C -1.27394 4.63946 0.68713
C -1.83011 4.87062 2.08444
N -1.81136 3.72371 2.98558
C -0.47348 3.48676 3.46312
C -0.49593 2.42339 4.54962
O -1.62495 2.36592 5.37559
C -1.48934 1.50342 6.47742
H 0.52393 6.03890 -0.69474
H -0.55023 6.95112 -1.63316
H -0.58491 5.18279 -1.71819
H -0.20666 4.43530 0.77277
H -1.68105 3.91123 -0.01432
H -2.90298 5.05144 2.01834
H -1.41598 5.70782 2.64631
H -2.46430 3.65057 3.75266
H -0.23911 4.46493 3.88308
H 0.19861 3.33329 2.61881
H 0.44425 2.42405 5.10114
H -0.35195 1.50170 3.98582
H -0.83733 1.85574 7.27670
H -1.12181 0.53623 6.13452
H -2.43677 1.28968 6.97220
C 5.62170 1.07694 2.00369
O 5.09497 -0.19308 2.40611
C 5.91193 -1.31371 1.99728
C 7.00535 -1.56488 3.11655
N 8.22524 -0.77018 3.28839
C 8.90809 -1.06090 4.48520
C 9.76846 0.19189 4.76937
O 8.89756 1.25315 5.17019
C 9.41455 2.49754 5.55543
H 6.52458 1.41499 2.51223
H 4.91942 1.81558 2.39010
H 5.74837 1.22379 0.93108
H 6.37042 -1.19123 1.01601
H 5.24352 -2.17457 2.01265
H 7.35566 -2.55158 2.81355
H 6.58949 -1.68908 4.11642
H 8.25722 0.17214 2.92630
H 9.45950 -2.00100 4.46872
H 8.17432 -1.00467 5.28927
H 10.33446 0.55797 3.91279
H 10.50496 -0.07027 5.52893
H 9.85277 2.27331 6.52794
H 8.63123 3.22961 5.75182
H 10.06401 3.08772 4.90890
C 1.85148 0.39299 0.97261
O 0.94236 0.39849 2.14443
C 0.05260 -0.71649 2.23257
C -1.32052 -0.10416 1.87513
N -1.68914 -0.24147 0.52090
C -2.47756 0.81191 -0.03538
C -2.57828 0.81449 -1.53943
O -1.35924 1.14317 -2.08399
C -1.30431 2.46418 -2.54170
H 2.66453 1.11897 0.97113
H 1.20345 0.63201 0.12938
H 2.47382 -0.50150 0.99872
H -0.03912 -1.02573 3.27375
H 0.24217 -1.56257 1.57203
H -1.40467 0.96566 2.06622
H -2.02193 -0.61006 2.53859
H -0.96026 -0.37186 -0.16600
H -2.14708 1.80481 0.26962
H -3.46958 0.75607 0.41280
H -3.27816 1.56625 -1.90430
H -3.04095 -0.12377 -1.84554
H -0.23948 2.69241 -2.58807
H -1.59731 3.30880 -1.91810
H -1.66317 2.58117 -3.56426
C -1.97141 7.60418 -7.61468
O -1.54757 8.90601 -7.29420
C -0.34412 9.45386 -7.85720
C 0.79923 8.45995 -7.53020
N 0.90130 8.21516 -6.10506
C 1.95115 7.31293 -5.60234
C 1.47763 5.87106 -5.52315
O 2.53495 4.89895 -5.57976
C 3.63083 5.04202 -4.65521
H -1.41065 6.89912 -7.00104
H -1.79597 7.41046 -8.67288
H -3.04310 7.61503 -7.41605
H -0.15777 10.44583 -7.44565
H -0.49866 9.80321 -8.87807
H 1.74829 8.92637 -7.79448
H 0.76185 7.52804 -8.09432
H -0.03959 8.09299 -5.75881
H 2.25269 7.41872 -4.56023
H 2.89307 7.44794 -6.13401
H 0.70360 5.58509 -6.23533
H 1.10325 5.64881 -4.52387
H 4.16868 5.92599 -4.99787
H 4.36223 4.24280 -4.77527
H 3.32487 5.09478 -3.61037
C -1.03716 -10.12090 7.18824
O 0.02795 -9.55658 6.48051
C 0.32672 -8.22965 6.86371
C 1.43690 -7.53310 5.96957
N 1.20537 -6.02759 5.93875
C 1.61697 -5.11996 4.94571
C 0.72346 -3.91177 5.09767
O -0.62929 -4.23409 5.04995
C -1.62569 -3.34285 4.66549
H -1.30289 -11.02083 6.63361
H -1.94294 -9.51622 7.14329
H -0.60778 -10.28563 8.17647
H 0.65521 -8.25552 7.90271
H -0.55210 -7.58983 6.94373
H 1.25266 -8.05619 5.03120
H 2.43552 -7.82417 6.29537
H 0.23346 -5.85004 6.14842
H 1.48528 -5.55279 3.95404
H 2.67486 -4.85783 4.96188
H 0.90922 -3.27213 4.23485
H 1.04221 -3.43770 6.02598
H -1.92302 -2.60978 5.41535
H -2.48591 -4.00392 4.56008
H -1.34158 -2.81781 3.75350

Cartesian forces, eV/Å:
1.1 0.0 1.5
-0.3 -0.9 -0.6
-2.0 1.1 -0.8
1.3 0.4 1.8
0.2 0.5 -1.0
0.8 -0.1 1.2
-0.8 0.1 -0.3
1.5 -0.3 -0.3
0.0 0.5 0.9
0.2 0.2 -0.3
-0.4 1.0 -1.2
-0.3 -1.3 0.2
1.2 0.0 0.3
0.0 0.1 0.0
-0.1 -0.2 -0.2
-0.3 -0.4 0.3
-0.2 -0.3 -0.4
0.4 0.1 -0.2
-0.2 -0.3 -0.1
-0.2 0.3 0.6
-0.3 -0.4 -0.5
-0.2 0.4 0.0
-0.8 -0.2 -0.7
-0.7 -0.1 0.0
-0.8 0.4 -1.3
1.3 -1.1 0.0
-1.1 -1.1 2.7
0.6 -0.1 -2.0
2.0 1.0 0.0
-1.4 -1.3 1.1
0.2 0.6 -0.9
-0.7 0.0 1.0
0.1 -0.1 -0.7
0.0 0.2 -0.2
0.0 0.1 0.6
-0.2 -0.3 0.2
-0.3 0.8 0.0
-0.2 0.6 -0.4
0.2 -0.7 0.2
0.0 0.9 -0.3
-0.3 0.3 -0.3
0.1 -0.2 -0.1
0.1 0.0 -0.4
0.1 -0.6 0.9
-0.1 0.7 -0.1
0.1 -0.2 0.3
0.1 0.3 -0.2
0.0 0.0 0.1
2.0 -1.1 -0.8
-0.9 0.7 2.1
-1.9 0.3 -2.1
4.8 1.1 0.5
-1.2 1.7 0.9
-0.8 -3.2 -2.0
-0.3 0.7 -0.3
2.0 0.5 1.9
-2.4 0.4 -1.1
-0.4 -0.1 0.0
-1.0 0.8 0.1
0.4 -0.3 -0.2
0.5 -1.0 0.0
-0.5 0.2 0.2
-0.2 -0.2 0.0
-0.1 -0.8 0.0
-0.5 0.9 1.0
-0.2 -0.8 -0.7
0.1 0.1 1.0
0.6 0.0 0.1
-0.6 0.3 -0.6
-0.2 0.1 -0.2
0.9 -1.0 0.1
-0.3 0.7 -0.1
-1.0 -1.1 -0.6
-0.8 0.7 1.7
0.0 1.1 0.6
-0.2 -0.9 -0.3
0.5 0.3 -0.8
-0.4 0.2 -1.6
-0.7 0.3 -2.7
-0.8 -1.3 2.0
-0.3 -0.4 0.4
0.7 0.1 0.2
-0.3 0.3 0.1
0.9 0.1 -0.3
0.9 -0.8 -0.4
0.5 0.0 -0.3
-0.7 0.6 -0.3
-0.2 0.0 0.2
0.4 -0.3 0.4
-0.1 -0.1 0.9
0.2 0.2 -0.1
0.7 -0.7 1.6
0.1 1.0 -0.1
0.1 0.5 0.1
0.5 -0.2 -0.6
0.1 0.7 -0.2
-0.7 -1.3 1.1
-0.5 0.3 0.5
1.7 1.7 -2.0
-1.1 0.9 0.5
0.8 -0.1 0.2
0.5 -1.3 -1.1
-0.4 -0.4 1.9
1.2 -0.5 0.7
-0.6 -1.6 -1.2
0.1 -0.1 -0.2
0.2 0.1 0.2
0.3 -0.1 0.2
0.4 -0.5 -0.1
-0.8 0.7 0.0
-0.7 0.4 -0.1
-0.2 -0.3 -0.7
0.1 -0.4 0.3
-0.4 -0.2 0.3
0.3 0.7 -0.5
0.0 0.3 0.5
0.0 0.2 -0.4
0.0 1.3 -0.5
0.2 -0.1 0.0
-0.4 0.2 0.1
-0.3 0.7 0.1
1.6 -0.7 -0.4
-1.0 0.6 -0.2
-0.5 -1.0 -0.5
0.0 -0.3 -0.8
0.3 -0.6 0.6
-2.4 1.8 0.1
0.9 -0.3 0.9
0.3 0.3 -1.1
-0.1 -0.1 0.6
0.0 0.1 0.3
-0.6 -0.4 0.1
-0.8 -0.1 0.1
-0.8 0.2 -0.7
0.7 -0.5 -0.1
1.0 0.0 0.5
0.2 0.4 0.5
0.4 0.3 -0.6
0.1 -0.3 -0.1
-0.7 0.4 -0.4
1.2 -0.9 -0.2
0.6 -0.7 0.5
-0.4 0.8 0.3
0.4 0.3 0.2
0.0 1.1 0.6
1.1 0.1 0.2
-1.0 -0.8 -0.8
1.5 1.9 -1.9
0.1 -0.6 1.6
-1.1 0.7 0.6
-1.2 -0.1 0.6
1.8 0.3 -1.1
-1.4 -2.4 0.1
-0.4 -0.4 -0.5
0.6 0.5 -0.2
-0.3 0.0 0.0
0.3 -0.5 -0.2
-0.1 -0.1 0.3
-0.8 -0.6 -0.1
0.5 -0.5 -0.6
-0.5 1.1 2.1
-0.4 0.0 -0.7
0.1 -0.3 -0.3
0.3 0.9 -0.2
-0.1 -0.7 0.1
0.7 0.0 -0.6
1.2 0.1 0.6
-0.7 0.3 0.5
0.5 0.8 -0.3
0.0 0.2 0.4
0.3 -0.8 -0.2
-1.6 0.6 1.0
0.6 -1.5 0.1
-0.3 1.3 -2.5
2.7 -2.5 0.7
-0.9 0.2 1.2
-0.2 0.7 -1.1
-0.1 0.2 0.1
0.2 0.1 0.1
-0.1 -0.7 0.0
-0.3 -0.3 0.1
-0.2 -0.1 -0.1
0.1 -0.3 0.0
-0.4 0.4 0.5
0.5 0.3 0.2
0.5 0.1 -0.2
-1.0 0.3 0.3
-0.7 0.8 -0.3
0.5 0.6 -0.3
0.7 -0.3 0.3
-0.3 -0.3 0.1
-0.5 0.3 -0.1
0.8 -0.9 0.0
-0.3 2.5 -0.9
1.2 0.5 0.2
-2.6 -1.3 1.3
0.6 -1.5 -1.7
-1.3 1.5 1.4
1.8 -1.5 -1.1
-0.6 1.1 0.0
0.1 -0.8 0.1
0.3 -0.2 0.4
-1.1 0.2 0.4
0.0 0.0 -0.4
0.4 -0.4 0.0
-0.5 -0.7 0.9
-0.1 0.6 -0.5
0.6 0.5 -0.8
-0.2 0.7 -0.3
1.1 0.3 0.5
0.2 -0.7 0.4
0.1 0.6 0.6
-0.6 -0.6 0.1
0.4 0.3 -0.2
0.2 -0.2 0.0
-0.3 0.4 -0.4
-0.7 0.3 0.9
0.8 0.3 -1.3
0.8 1.3 2.6
0.3 -0.7 -1.3
-1.2 -0.4 -2.5
0.3 2.7 0.3
0.5 0.1 0.4
-1.0 -0.5 -1.1
0.2 -0.1 1.4
0.5 -0.7 0.1
-0.4 0.0 -0.3
-0.1 -0.4 -0.2
-0.1 0.2 -0.1
0.1 0.0 -0.1
0.1 -0.6 0.2
-0.8 0.0 0.0
-0.2 -0.2 0.5
0.1 0.0 0.1
0.0 -0.7 0.7
0.1 -0.4 -0.4
0.0 0.3 0.5
0.7 0.7 0.1
-0.7 -0.5 0.0
0.6 -0.8 -0.5
-0.8 -0.3 1.2
2.4 -0.2 -0.7
-1.3 2.3 -0.4
0.1 -0.5 0.8
-0.1 -1.1 -2.7
-1.5 0.8 0.8
-1.8 0.1 0.8
1.0 -0.2 -0.4
2.1 0.5 -0.8
-0.5 0.8 0.9
0.4 -0.7 -0.5
-0.7 -0.6 -0.6
0.6 -0.1 0.0
0.5 0.0 0.0
0.6 0.1 0.9
-0.7 -0.1 0.0
0.7 -0.3 0.6
0.5 0.4 0.2
-0.1 0.0 -0.2
-0.5 0.0 0.5
0.7 -0.5 -0.5
0.4 -0.2 -0.3
-1.1 -0.6 0.4
-0.5 0.0 0.1
0.5 0.7 -0.6
0.1 2.0 0.5
-0.3 -1.2 0.7
1.2 0.8 -0.3
0.1 0.7 0.7
-1.0 -0.3 0.0
1.1 -1.4 0.8
0.6 -0.9 -0.6
-0.5 0.7 -1.3
-0.3 -0.5 0.0
-0.1 -0.4 -0.1
0.2 -0.5 0.1
-0.1 -0.3 1.1
0.2 -1.2 -0.8
0.1 0.1 -0.4
-0.4 -0.2 -0.4
0.2 -0.3 0.6
-0.2 1.4 0.1
-0.3 -0.1 -0.6
0.3 0.0 -0.3
-0.9 0.6 0.2
0.2 0.3 0.7
-0.5 -0.4 -0.2
-0.2 0.2 0.1
0.4 -0.1 -0.5
0.6 1.1 -1.7
1.0 0.9 0.8
-1.7 0.3 -0.1
-0.1 -2.7 2.4
-0.3 -0.8 -1.5
0.8 1.2 -1.1
0.0 -1.6 1.0
0.0 -0.1 0.1
0.2 -0.4 0.5
0.0 0.4 0.5
-1.0 -0.4 0.5
0.4 0.0 0.4
-0.4 0.0 -0.6
0.2 0.4 -0.7
0.0 0.4 0.1
0.0 -0.3 0.0
-0.2 0.0 -0.6
0.1 0.3 0.5
0.4 0.5 0.1
-0.4 0.4 0.2
0.4 0.2 0.3
-0.2 0.3 -0.6
-0.2 0.0 -0.3

Highest occupied orbital energy = -8.01 eV
LUMO level = 0.010 hartree
Net charge = 0
Energy above the lowest of the compared OMol25 structures with the same formula, charge and spin = 12.543 eV